1.
Entry from OMol25: C5H8N2 in the gas phase at a distorted geometry (ωB97M-V with the def2-TZVPD basis set).

Each line ends with the Mulliken charge.
Element x y z (Å)
C  1.0073  -0.7823  -1.7445  -1.11
C  0.1087  0.3227  -1.2570  -0.40
C  -0.2172  0.1782  0.2261  0.18
C  0.6622  0.4354  1.2657  -0.22
N  -0.0350  0.6199  2.4235  -0.59
C  -1.2715  0.2755  2.1906  -0.24
N  -1.4374  0.0693  0.8208  -0.11
H  1.7900  -1.0437  -1.0408  0.34
H  1.5068  -0.4503  -2.6660  0.31
H  0.5618  -1.7736  -1.9209  0.31
H  0.7464  1.2121  -1.2111  0.21
H  -0.8285  0.5550  -1.7588  0.35
H  1.7344  0.3966  1.3387  0.42
H  -2.0072  0.1299  2.9543  0.39
H  -2.3207  -0.1445  0.3794  0.18

structure (SMILES) = CCc1cnc[nH]1
DFT total energy = -304.81368 Ha
gap between HOMO and LUMO = 9.15 eV
highest occupied orbital energy = -8.2 eV

2.
Entry from OMol25: a 6-piece molecular cluster, C5H20NO7 overall at a distorted geometry (ωB97M-V with the def2-TZVPD basis set).

Each line ends with the Mulliken charge.
Element x y z (Å)
O  2.4346  0.8783  0.4742  -0.73
C  1.3495  1.3972  0.1210  0.34
O  1.0619  2.6143  0.1975  -0.77
C  0.2555  0.4773  -0.5366  0.61
C  -0.8393  0.2031  0.4830  0.98
C  -1.7655  -0.9715  0.0346  -0.83
C  -0.2557  -0.1065  1.8923  -1.37
N  0.8986  -0.6690  -1.1781  -0.53
H  -0.1539  1.0786  -1.3525  0.06
H  -1.5064  1.0501  0.5778  -0.49
H  -2.0423  -1.6175  0.8546  0.36
H  -1.2895  -1.5566  -0.7311  -0.42
H  -2.7008  -0.5562  -0.3511  0.42
H  0.7038  -0.5939  1.7453  0.22
H  -0.8866  -0.7594  2.4527  0.45
H  0.0451  0.8464  2.3394  0.39
H  1.7493  -0.4160  -1.6637  0.30
H  1.2125  -1.3135  -0.4531  0.04
H  -0.5352  3.8523  0.3647  0.43
H  -1.8584  3.1800  0.6425  0.33
O  -1.4882  4.0434  0.4278  -0.75
H  -2.2406  3.7585  -1.3856  0.39
H  -1.5430  2.7417  -2.2741  0.33
O  -2.3619  3.2424  -2.2044  -0.68
H  1.4151  -2.5745  1.3011  0.30
H  2.0544  -3.4332  0.3656  0.34
O  1.2251  -3.4330  0.8811  -0.68
H  -0.1864  -2.3697  -2.0890  0.33
H  -1.5724  -2.9037  -2.4264  0.30
O  -0.7535  -2.6047  -2.8365  -0.70
H  3.2965  -1.2479  2.2696  0.28
H  3.0025  -0.7644  0.7160  0.43
O  3.2753  -1.4726  1.3411  -0.68

DFT total energy = -784.04634 Ha
gap between HOMO and LUMO = 8.49 eV
net charge = -1
highest occupied orbital energy = -5.3 eV

3.
Entry from OMol25: a 2-piece molecular cluster, FHNO3S overall at a distorted geometry (ωB97M-V with the def2-TZVPD basis set).

Each line ends with the Mulliken charge.
Element x y z (Å)
N  -1.9664  -0.0963  0.3983  -0.21
O  1.7743  -0.8475  0.6471  -0.55
O  1.6092  1.6629  0.5061  -0.57
O  1.0103  0.2116  -1.4016  -0.53
F  -2.0604  -1.4542  0.1502  -0.15
S  1.1229  0.3337  0.0660  0.71
H  -1.4900  0.1898  -0.3661  0.28

DFT total energy = -779.04583 Ha
gap between HOMO and LUMO (spin up / spin down) = 6.76 / 9.00 eV
net charge = -1
highest occupied orbital energy (spin up / spin down) = -3.8 / -5.4 eV

4.
Entry from OMol25: C50H58Br3FHfIN3OP as an isolated structure (ωB97M-V with the def2-TZVPD basis set).

Each line ends with the Mulliken charge.
Element x y z (Å)
Hf  -0.0894  -0.3636  0.2552  -0.19
C  2.3483  3.0212  1.5810  -0.43
C  2.6037  1.7989  2.4042  0.59
C  3.6753  1.8120  3.3268  -1.24
C  3.8124  0.8091  4.2321  -1.35
C  2.8528  -0.2214  4.2677  1.24
C  2.8176  -1.2461  5.2434  -0.19
Br  4.1615  -1.3530  6.5835  -0.27
C  1.8006  -2.1450  5.2616  -0.27
C  0.7957  -2.0993  4.2830  0.09
Br  -0.6177  -3.3418  4.4299  -0.24
C  0.8045  -1.1941  3.2351  0.26
O  -0.0684  -1.1721  2.2801  0.25
C  1.8515  -0.1984  3.2717  -0.84
N  1.7692  0.7814  2.3283  0.95
H  3.2182  3.6784  1.5767  0.57
H  1.5031  3.5687  2.0084  0.02
H  2.0709  2.7670  0.5673  -0.53
H  4.3652  2.6456  3.3114  0.53
H  4.6218  0.8092  4.9497  0.36
H  1.7512  -2.9058  6.0280  0.46
C  -0.7373  2.1691  4.0396  -1.39
C  -2.0381  1.5806  3.4991  0.80
C  -3.2209  2.2368  4.2111  -1.61
P  -2.0189  1.4740  1.6260  0.56
C  -3.8372  1.5738  1.1939  0.52
C  -4.1627  0.9278  -0.1508  -1.03
C  -4.4719  2.9631  1.2325  -1.69
C  -1.2219  2.9771  0.9859  -0.31
C  -1.5479  4.2330  1.5201  -0.06
C  -1.0508  5.4264  1.0379  0.78
C  -1.4087  6.7503  1.6601  -1.81
C  -0.1967  5.3367  -0.0632  -1.25
C  0.1705  4.1245  -0.5978  0.38
C  -0.2784  2.8847  -0.0729  -0.81
N  0.2399  1.6941  -0.5647  0.63
C  0.7655  1.7844  -1.8990  -0.56
C  2.1225  1.5847  -2.1851  0.88
C  3.1603  1.2718  -1.1395  -1.89
C  2.5672  1.6994  -3.5018  -0.83
C  1.7214  2.0197  -4.5480  0.71
C  2.2307  2.1557  -5.9589  -1.79
C  0.3771  2.2011  -4.2510  -0.97
C  -0.1147  2.0743  -2.9610  1.80
C  -1.5921  2.2054  -2.7188  -1.34
H  -0.6826  2.0173  5.1213  0.53
H  -0.6834  3.2424  3.8449  0.25
H  0.1301  1.7042  3.5840  -0.03
H  -2.0486  0.5154  3.7577  0.38
H  -3.2152  3.3215  4.0883  0.21
H  -3.1382  2.0362  5.2829  0.46
H  -4.1875  1.8598  3.8813  0.38
H  -4.2879  0.9504  1.9742  0.67
H  -3.7410  1.5107  -0.9706  0.13
H  -5.2496  0.9079  -0.2835  0.60
H  -3.7710  -0.0810  -0.2339  -0.14
H  -4.0392  3.5948  0.4549  0.25
H  -4.3549  3.4749  2.1847  0.24
H  -5.5434  2.8739  1.0294  0.53
H  -2.2386  4.2696  2.3539  0.09
H  -2.2776  6.6531  2.3128  0.39
H  -1.6449  7.4976  0.8996  0.39
H  -0.5884  7.1492  2.2629  0.28
H  0.2056  6.2448  -0.5029  0.33
H  0.8630  4.1116  -1.4303  0.52
H  3.6218  2.1848  -0.7546  0.40
H  3.9557  0.6761  -1.5833  0.70
H  2.7547  0.7065  -0.3005  0.07
H  3.6200  1.5252  -3.7058  0.35
H  3.1769  1.6284  -6.0864  0.39
H  2.3966  3.2028  -6.2253  0.30
H  1.5167  1.7450  -6.6748  0.39
H  -0.3223  2.4108  -5.0556  0.34
H  -2.1340  2.1608  -3.6649  0.44
H  -1.8411  3.1495  -2.2258  0.32
H  -1.9338  1.3910  -2.0831  -0.33
F  -1.7338  -0.4441  -0.8888  -0.41
Br  -5.1869  -2.8672  -0.4580  -0.16
C  -4.0770  -4.3192  -0.9539  0.55
C  -4.5361  -5.1681  -1.9528  -0.51
C  -3.7483  -6.2272  -2.3731  -0.56
C  -2.5044  -6.4363  -1.7917  -0.63
C  -2.0526  -5.5859  -0.7988  -0.41
C  -2.8329  -4.5167  -0.3724  -0.14
I  -2.0052  -3.2821  1.0808  -0.02
H  -5.5028  -4.9826  -2.4000  0.39
H  -4.1052  -6.8809  -3.1586  0.36
H  -1.8713  -7.2499  -2.1218  0.39
H  -1.0665  -5.7227  -0.3743  0.41
C  -1.7461  -2.7727  -3.0863  -0.92
C  -0.2361  -2.6882  -3.3233  0.61
C  0.2008  -1.2627  -3.6215  -1.63
C  0.5986  -3.4382  -2.2857  0.23
C  0.7288  -4.8003  -2.5508  -0.61
C  1.5693  -5.6275  -1.8303  -1.44
C  2.3974  -5.0271  -0.8944  -0.68
C  2.3250  -3.6722  -0.6016  0.24
C  3.4903  -3.1061  0.1912  0.42
C  3.1474  -2.3638  1.4725  -0.85
C  4.3257  -2.2170  -0.7343  -1.46
C  1.2969  -2.8599  -1.1754  0.24
N  0.9873  -1.6126  -0.6880  1.75
H  -2.2763  -2.2808  -3.9089  0.51
H  -2.0339  -2.2742  -2.1616  -0.15
H  -2.0736  -3.8143  -3.0541  0.02
H  -0.0479  -3.2477  -4.2481  0.69
H  -0.0689  -0.5852  -2.8216  -0.50
H  -0.2871  -0.9163  -4.5379  0.61
H  1.2824  -1.1995  -3.7627  0.42
H  0.1496  -5.2140  -3.3728  0.39
H  1.6405  -6.6873  -2.0446  0.33
H  3.1613  -5.6188  -0.3986  0.37
H  4.1064  -3.9676  0.4678  0.64
H  2.6097  -1.4520  1.2256  -0.59
H  4.0594  -2.0974  2.0170  0.56
H  2.5198  -2.9705  2.1284  0.43
H  3.6930  -1.4239  -1.1308  -0.16
H  4.7152  -2.7924  -1.5762  0.48
H  5.1656  -1.7614  -0.2000  0.44

DFT total energy = -10688.88177 Ha
gap between HOMO and LUMO = 6.23 eV
net charge = -1
highest occupied orbital energy = -4.1 eV

Question: Among the records above, which one has the lowest DFT total energy?
Answer: C50H58Br3FHfIN3OP

Repeat the second record exactly.
Entry from OMol25: a 6-piece molecular cluster, C5H20NO7 overall at a distorted geometry (ωB97M-V with the def2-TZVPD basis set).

Each line ends with the Mulliken charge.
Element x y z (Å)
O  2.4346  0.8783  0.4742  -0.73
C  1.3495  1.3972  0.1210  0.34
O  1.0619  2.6143  0.1975  -0.77
C  0.2555  0.4773  -0.5366  0.61
C  -0.8393  0.2031  0.4830  0.98
C  -1.7655  -0.9715  0.0346  -0.83
C  -0.2557  -0.1065  1.8923  -1.37
N  0.8986  -0.6690  -1.1781  -0.53
H  -0.1539  1.0786  -1.3525  0.06
H  -1.5064  1.0501  0.5778  -0.49
H  -2.0423  -1.6175  0.8546  0.36
H  -1.2895  -1.5566  -0.7311  -0.42
H  -2.7008  -0.5562  -0.3511  0.42
H  0.7038  -0.5939  1.7453  0.22
H  -0.8866  -0.7594  2.4527  0.45
H  0.0451  0.8464  2.3394  0.39
H  1.7493  -0.4160  -1.6637  0.30
H  1.2125  -1.3135  -0.4531  0.04
H  -0.5352  3.8523  0.3647  0.43
H  -1.8584  3.1800  0.6425  0.33
O  -1.4882  4.0434  0.4278  -0.75
H  -2.2406  3.7585  -1.3856  0.39
H  -1.5430  2.7417  -2.2741  0.33
O  -2.3619  3.2424  -2.2044  -0.68
H  1.4151  -2.5745  1.3011  0.30
H  2.0544  -3.4332  0.3656  0.34
O  1.2251  -3.4330  0.8811  -0.68
H  -0.1864  -2.3697  -2.0890  0.33
H  -1.5724  -2.9037  -2.4264  0.30
O  -0.7535  -2.6047  -2.8365  -0.70
H  3.2965  -1.2479  2.2696  0.28
H  3.0025  -0.7644  0.7160  0.43
O  3.2753  -1.4726  1.3411  -0.68

DFT total energy = -784.04634 Ha
gap between HOMO and LUMO = 8.49 eV
net charge = -1
highest occupied orbital energy = -5.3 eV

Question: The lowest DFT total energy belongs to which entry?
Answer: C50H58Br3FHfIN3OP